No. 1
{"formula": "C14H36Cl2IrO4P3", "method": "ωB97M-V/def2-TZVPD", "elements": ["C", "C", "H", "H", "H", "O", "Cl", "Ir", "P", "C", "C", "H", "H", "H", "H", "H", "H", "C", "H", "H", "H", "P", "C", "C", "H", "H", "H", "C", "H", "H", "H", "H", "H", "H", "Cl", "C", "C", "O", "P", "O", "C", "C", "O", "C", "C", "H", "H", "H", "H", "H", "H", "H", "H", "H", "H", "H", "H", "H", "H", "H"], "coordinates": [[1.73049, 0.13179, -2.42826], [1.46390, 0.59172, -1.01904], [2.81186, 0.20773, -2.59687], [1.22787, 0.80882, -3.13069], [1.40235, -0.89168, -2.63032], [2.19588, 1.41026, -0.46993], [-1.18891, -0.58790, -1.90438], [-0.11393, 0.00853, 0.14219], [-0.94820, 2.22920, -0.32754], [-0.26749, 3.50142, 0.78096], [-0.59029, 2.90567, -1.97701], [-1.10611, 3.87188, -2.05805], [-3.13739, 3.25217, -0.44006], [-0.95990, 2.21221, -2.74006], [-3.19177, 1.46931, -0.70168], [0.82664, 3.45200, 0.73749], [0.49114, 3.05582, -2.08929], [-2.75433, 2.28010, -0.10864], [-0.61198, 4.48889, 0.45079], [-2.97758, 2.11492, 0.95176], [-0.59975, 3.29651, 1.80149], [0.58693, -2.32255, 0.18678], [1.72068, -2.79978, 1.54175], [-0.85853, -3.41484, 0.42176], [0.87595, -2.93421, -2.14138], [1.71116, -4.06645, -1.02738], [2.43204, -2.46782, -1.37082], [1.48926, -3.01116, -1.23828], [-1.65674, -3.09073, -0.25492], [-0.57240, -4.45230, 0.20718], [2.04868, -3.83800, 1.39333], [1.20270, -2.69636, 2.49912], [-1.20309, -3.32075, 1.45819], [2.59786, -2.14294, 1.53943], [-2.16483, -0.54392, 1.22154], [-0.89631, 2.90186, 4.96747], [0.33131, 2.39646, 4.24796], [-0.20352, 1.61322, 3.08366], [0.52979, 0.40745, 2.28457], [0.29842, -0.87818, 3.21896], [-0.01076, -0.93778, 4.67685], [1.28777, -1.11111, 5.40562], [2.07175, 0.81319, 2.29358], [3.29289, 0.52884, 3.10039], [4.45434, 0.54182, 2.14482], [-1.56297, 3.43096, 4.27727], [-0.59867, 3.58389, 5.77281], [-1.44766, 2.05439, 5.39633], [0.95575, 3.22340, 3.87128], [0.94125, 1.74861, 4.90249], [-0.56718, -0.02894, 4.95100], [-0.67621, -1.80055, 4.81121], [1.86535, -0.18567, 5.33746], [1.08894, -1.33713, 6.45494], [1.87916, -1.92069, 4.96098], [3.18162, -0.44005, 3.61169], [3.37379, 1.34012, 3.84115], [4.38762, 1.37119, 1.44300], [5.40228, 0.61492, 2.66973], [4.45481, -0.39260, 1.58486]], "forces_ev_per_angstrom": [[1.0, -0.3, -0.7], [2.9, 2.3, -0.2], [-0.2, 0.1, -0.1], [0.0, 0.0, 0.2], [-0.1, 0.5, 0.3], [-1.4, -1.7, -1.2], [-1.2, -0.5, -1.1], [-2.3, -0.8, -0.9], [-0.4, 2.4, 0.3], [0.1, -0.5, 0.1], [0.1, -0.7, 0.0], [0.1, -0.2, 0.0], [0.1, -0.1, 0.0], [0.0, 0.3, -0.1], [-0.2, 0.3, 0.1], [-0.1, 0.2, 0.1], [-0.3, 0.1, -0.1], [0.2, -0.6, -0.1], [0.0, -0.2, -0.1], [0.0, 0.1, -0.2], [0.1, 0.2, -0.3], [1.3, -2.3, 0.9], [-0.1, 0.4, 0.1], [-0.2, 0.6, -0.2], [0.2, -0.2, 0.0], [-0.1, 0.3, 0.0], [-0.1, -0.2, 0.0], [-0.2, 0.6, -0.3], [0.0, -0.3, 0.1], [0.0, 0.2, 0.0], [-0.2, 0.2, -0.1], [0.2, -0.1, -0.3], [0.0, 0.0, -0.2], [-0.1, -0.1, 0.0], [0.1, 0.0, 0.0], [0.0, -0.2, 0.1], [0.0, 0.0, 0.1], [0.6, -0.9, -0.8], [1.3, 1.2, 6.7], [-0.2, 0.8, -0.8], [-0.2, 0.0, -0.1], [0.1, 0.2, 0.1], [-0.9, -0.5, -0.5], [0.1, 0.2, 0.3], [-0.2, -0.3, -0.2], [0.2, 0.0, 0.2], [-0.1, -0.2, -0.2], [0.1, 0.3, 0.0], [-0.2, -0.5, -0.1], [-0.2, 0.2, -0.5], [0.2, -0.3, -0.1], [0.2, 0.3, -0.3], [0.1, -0.2, 0.3], [0.1, 0.0, 0.0], [-0.2, 0.1, 0.2], [-0.1, 0.4, -0.3], [-0.2, -0.3, -0.3], [0.0, 0.1, 0.1], [0.0, 0.0, 0.2], [0.2, 0.0, -0.2]], "max_force_ev_per_a": 6.9, "total_charge": 3, "s_squared": 8.773, "e_lumo_ev": [-10.072, -14.666], "gap_ev": [6.42, 4.91], "energy_ha": -2903.62179, "spin_multiplicity": 6}

***

No. 2
{"formula": "C12H8Cl2N4S", "method": "ωB97M-V/def2-TZVPD", "elements": ["Cl", "Cl", "N", "N", "S", "C", "C", "C", "C", "C", "C", "C", "C", "C", "C", "C", "C", "N", "N", "H", "H", "H", "H", "H", "H", "H", "H"], "coordinates": [[1.73288, -3.99775, 1.72451], [2.03670, -1.93890, -0.65050], [2.44952, 3.90518, 0.79298], [-0.04630, 1.41125, 0.16868], [-0.47489, -0.46320, -1.76058], [1.63807, 4.07577, 1.76860], [0.40741, 0.83580, -0.95550], [0.71182, 2.41428, 0.62585], [1.59217, 1.20759, -1.60306], [-2.00210, -2.87362, 1.12026], [-0.84193, -3.44056, 1.63220], [2.35918, 2.23458, -1.08257], [-1.93009, -1.97026, 0.04346], [0.36013, -3.13232, 1.13734], [0.48911, -2.21653, 0.06482], [1.90003, 2.86750, 0.05329], [-0.66781, -1.62313, -0.44492], [1.88142, 5.10002, 2.59687], [0.62891, 3.15210, 1.80079], [1.81977, 0.71228, -2.53116], [-2.97565, -3.11641, 1.60596], [-0.86687, -4.16508, 2.43310], [3.26813, 2.49713, -1.56826], [-2.82172, -1.50231, -0.42683], [1.07601, 5.57491, 2.95322], [2.63458, 5.67080, 2.26552], [-0.07072, 3.06865, 2.52370]], "forces_ev_per_angstrom": [[0.2, 0.1, 0.1], [-0.1, -0.1, 0.3], [0.6, -0.8, -1.9], [0.3, 0.4, 0.3], [-1.0, 0.0, -0.3], [0.4, -0.6, -0.7], [0.4, 0.6, 0.4], [0.2, -1.1, -0.3], [-0.6, 0.4, 0.3], [-1.1, 0.5, -0.3], [-1.9, -0.4, 0.9], [-0.4, -0.3, -0.3], [-0.2, -0.2, 0.5], [2.1, 0.8, -1.8], [-0.2, -0.7, 0.7], [0.7, 0.1, -0.2], [0.4, 0.0, 0.0], [-0.8, 0.3, 1.8], [-1.3, 0.4, 0.7], [0.4, -0.1, 0.0], [0.9, 0.2, -0.7], [-0.3, 0.0, 0.1], [0.6, 0.4, -0.2], [0.7, -0.4, 0.6], [0.0, 0.3, 0.3], [0.1, 0.2, -0.1], [0.0, 0.0, -0.3]], "max_force_ev_per_a": 2.9, "total_charge": 0, "smiles": "Nc1nc2ccc(Sc3cccc(Cl)c3Cl)nc2[nH]1", "e_above_lowest_kcal_mol": 3.3, "e_lumo_ev": 0.613, "gap_ev": 8.64, "energy_ha": -1999.71386, "spin_multiplicity": 1}

***

No. 3
{"formula": "C32H28BiBr2N12O3S2", "method": "ωB97M-V/def2-TZVPD", "elements": ["Bi", "O", "C", "N", "C", "O", "C", "C", "C", "C", "C", "N", "C", "C", "C", "C", "C", "N", "H", "H", "H", "H", "H", "H", "H", "H", "N", "C", "N", "C", "C", "S", "C", "C", "S", "C", "N", "N", "H", "H", "H", "H", "H", "H", "Br", "C", "C", "C", "Br", "C", "C", "C", "C", "N", "C", "C", "O", "H", "H", "H", "H", "C", "C", "C", "C", "N", "C", "N", "N", "N", "H", "H", "H", "H", "H", "H", "H", "H", "H", "H"], "coordinates": [[9.16317, 9.82619, 11.56082], [8.19061, 12.87901, 14.61866], [8.80342, 12.28278, 13.71540], [8.16086, 11.27477, 13.01578], [6.75410, 11.11696, 13.21328], [5.87240, 11.96895, 12.92502], [6.42950, 9.76165, 13.63434], [5.23768, 9.38381, 14.32660], [4.82912, 8.09643, 14.21953], [5.66304, 7.12807, 13.66011], [6.86916, 7.48308, 13.15676], [7.31775, 8.79406, 13.17360], [10.20900, 12.40719, 13.41749], [10.94448, 13.42155, 13.98264], [12.30602, 13.38866, 13.85284], [12.97316, 12.32333, 13.18290], [12.11784, 11.39577, 12.57171], [10.78754, 11.46069, 12.67452], [4.63803, 10.08278, 14.91488], [3.84757, 7.82200, 14.51420], [5.40871, 6.05139, 13.61364], [7.51742, 6.81963, 12.58652], [10.38762, 14.07878, 14.68374], [12.87589, 14.21052, 14.24634], [14.06229, 12.18738, 13.10086], [12.48346, 10.61728, 11.89327], [7.02150, 13.69788, 10.95402], [8.02333, 13.45986, 10.13193], [8.81384, 12.34398, 10.20009], [9.56659, 12.28085, 9.03172], [9.52767, 13.45956, 8.28287], [8.72147, 14.69877, 9.02301], [10.38942, 11.12493, 8.71434], [10.95385, 11.01492, 7.44283], [12.09329, 9.75473, 7.40064], [11.73422, 9.40380, 9.07174], [10.77610, 10.17636, 9.62074], [12.35184, 8.38856, 9.70361], [6.71978, 13.03252, 11.79111], [6.62425, 14.59524, 10.99994], [10.09960, 13.60205, 7.40683], [10.69784, 11.51040, 6.45472], [12.64175, 7.58622, 9.15089], [11.70086, 8.07752, 10.37581], [10.68098, 4.93376, 9.25543], [9.10548, 5.83073, 8.86264], [8.30693, 5.34237, 7.85823], [7.28120, 6.15726, 7.41422], [6.32872, 5.58459, 5.87370], [6.87669, 7.33470, 8.00158], [5.68323, 8.09455, 7.64031], [5.33599, 9.19262, 8.39192], [6.10021, 9.40970, 9.56200], [7.14220, 8.72452, 10.00313], [7.59282, 7.69803, 9.23683], [8.86560, 7.01784, 9.61940], [9.52293, 7.44090, 10.60772], [8.55524, 4.41953, 7.26677], [5.14592, 7.79431, 6.75336], [4.50850, 10.00032, 8.00964], [5.82974, 10.26696, 10.17172], [13.17470, 5.44158, 16.28832], [13.30361, 6.62052, 17.21910], [12.49475, 6.46930, 18.54677], [13.00514, 7.96437, 16.51129], [11.79166, 7.98939, 15.68313], [11.67230, 7.67378, 14.34062], [10.56212, 8.28011, 13.86808], [9.99833, 8.84082, 14.96761], [10.66844, 8.72111, 16.04966], [13.52837, 4.50609, 16.68284], [13.75258, 5.68767, 15.32344], [12.13335, 5.24206, 16.06313], [14.39825, 6.72057, 17.48496], [12.58951, 5.37686, 18.88185], [11.46127, 6.63119, 18.39578], [12.83959, 7.24744, 19.31905], [13.80266, 8.24084, 15.80728], [12.80876, 8.72132, 17.26493], [12.35617, 7.06064, 13.81673]], "forces_ev_per_angstrom": [[-0.7, -0.5, 0.5], [1.8, -0.1, -1.4], [-4.3, -0.7, 1.3], [-1.1, 0.7, 0.0], [0.1, 2.7, -0.6], [2.4, -2.2, 0.8], [0.2, -3.3, 0.5], [0.9, 1.6, -0.7], [0.5, -1.2, -0.1], [-0.7, -1.2, 0.0], [1.8, 2.4, -0.5], [-2.6, 0.2, -0.2], [1.7, 0.0, -0.2], [-1.0, 0.0, 1.2], [1.8, -0.5, -0.6], [-1.4, 0.2, 0.0], [0.3, 0.3, -0.3], [-0.1, -0.4, -0.2], [0.2, 0.1, -0.7], [-0.6, -0.2, 0.6], [-0.2, 0.9, 0.0], [0.0, -0.1, 0.5], [0.6, -0.1, -0.9], [0.3, 0.0, 0.3], [-0.7, 0.4, 0.1], [0.1, 0.2, 0.4], [-0.7, -2.1, 2.2], [2.6, -0.7, 1.1], [-1.7, 0.3, -1.2], [-0.5, 2.1, -0.2], [1.8, -3.2, 0.4], [-2.4, -0.2, 1.2], [0.5, 0.9, -2.8], [-1.1, 0.6, -0.3], [-0.1, -0.3, 1.0], [-0.9, 0.8, -1.3], [1.7, -0.6, -0.6], [0.4, -0.2, 0.1], [0.7, 1.3, -2.0], [-0.5, 1.1, -0.1], [0.5, 0.3, -0.6], [0.3, -0.4, 1.8], [0.0, 0.4, -0.1], [-0.7, -1.0, 1.4], [0.9, -0.6, 0.3], [0.5, 1.3, 1.4], [-0.5, 0.3, -1.7], [-0.1, -1.5, -1.2], [0.0, -0.3, -0.2], [-0.7, 1.1, 2.6], [1.4, -0.1, 0.4], [-1.0, 1.0, -1.1], [-0.3, 1.1, 0.5], [0.3, 0.6, -0.7], [0.3, -0.7, -1.5], [-3.0, -0.5, -1.6], [1.2, 0.8, 1.2], [-0.2, 1.1, 1.0], [0.0, 0.1, 0.0], [2.1, -2.4, 1.3], [0.0, 0.0, 0.1], [0.4, 0.6, -1.6], [0.9, 0.7, 1.0], [1.9, -0.6, 0.4], [-0.3, -0.7, 0.0], [-1.1, -0.2, -1.7], [-1.6, 2.2, 2.0], [1.3, -1.1, 1.5], [-0.9, 0.9, 0.1], [1.5, -1.1, -1.9], [0.5, -0.2, 0.3], [-0.9, -0.7, 1.2], [-0.3, 0.2, -0.4], [-1.0, -0.1, -0.1], [0.1, 1.7, 0.0], [-1.3, 0.2, -0.3], [-0.4, -1.5, -0.9], [0.0, 0.0, 0.6], [0.4, 0.3, -0.1], [0.5, -0.3, -0.5]], "max_force_ev_per_a": 4.5, "total_charge": 1, "e_above_lowest_kcal_mol": 32.7, "e_lumo_ev": -3.435, "gap_ev": 5.94, "energy_ha": -8277.79568, "spin_multiplicity": 1}